The following is a DFT calculation (wB97M-V/def2-TZVPD) of a cluster of 2 separate species, C4H14BN2 in total at a distorted geometry.

Structure (XYZ):
```
21
Properties=species:S:1:pos:R:3:forces:R:3:lowdin_charge:R:1
B -0.177 -1.231 -2.557 0.366 -0.182 -0.232 -0.044
C 2.834 -1.360 -0.981 1.409 0.155 1.176 -0.063
C -2.228 1.843 1.463 -0.519 1.332 -1.620 0.033
C -0.135 -0.529 0.020 0.125 -2.928 -1.930 -0.225
C -0.115 0.900 0.379 1.542 1.330 2.602 -0.156
N 0.045 -0.808 -1.417 -1.442 1.177 1.994 0.053
N -1.444 1.554 0.206 1.548 0.559 0.433 0.017
H 3.878 -1.747 -0.859 -0.892 0.288 0.375 0.042
H -0.219 -1.675 -3.618 -0.154 -0.057 -0.424 0.026
H 2.853 -0.973 -1.995 -0.611 0.154 0.068 0.020
H 2.132 -2.183 -0.819 0.188 0.151 -0.360 0.019
H 2.628 -0.563 -0.192 0.512 -0.853 -1.238 0.035
H -1.768 2.512 2.157 1.014 0.656 -0.165 0.102
H -3.001 2.364 0.939 -1.378 0.427 0.879 0.100
H -2.591 1.066 2.088 -0.113 -1.498 -0.398 0.104
H 0.733 -1.073 0.470 -1.068 0.590 0.302 0.114
H -1.134 -1.021 0.316 1.523 0.630 0.020 0.160
H 0.650 1.506 -0.116 -0.196 -0.392 -0.334 0.145
H 0.144 1.022 1.484 -0.423 -0.322 -1.345 0.161
H -1.935 0.925 -0.392 -1.050 -0.522 -0.627 0.150
H -1.306 2.425 -0.358 -0.380 -0.697 0.825 0.205
```
Positions in Å, forces in eV/Å.

Computed properties:
lowest unoccupied orbital energy: -3.439 eV
relative energy (zero: lowest compared OMol25 entry of this formula, charge and spin): 11.28 kcal/mol
HOMO: -13.9 eV
net charge: +1
orbital gap: 10.4 eV